<A>
Formula: C6H15N4
Source: the OMol25 dataset
Level of theory: the ωB97M-V functional and the def2-TZVPD basis

Calculated values
SMILES string ... [NH2+]=NCC[C@@H]1CCNCN1
Kohn-Sham gap ... 0.180 Ha
Charge ... +1

CARTESIAN COORDINATES (ANGSTROEM)
N 3.15512 0.98584 -0.55121
N 2.23394 0.16616 -0.77976
C 2.14683 -0.93505 0.05302
C 1.14543 -0.46478 1.17963
C -0.34116 -0.39154 0.81759
C -0.74215 -0.95843 -0.56209
C -2.20103 -0.66201 -0.90710
N -2.50761 0.82950 -0.74467
C -2.14738 1.26327 0.56545
N -0.64057 1.01276 0.81842
H 3.29471 1.67223 -1.25783
H 3.91561 0.87175 0.09851
H 3.03016 -1.26796 0.44509
H 1.61132 -1.73269 -0.57759
H 1.34575 -1.13470 2.13570
H 1.44653 0.56224 1.51514
H -0.91157 -1.01322 1.43364
H -0.71381 -2.03797 -0.48644
H -0.06793 -0.52911 -1.33478
H -2.41362 -0.79358 -1.94914
H -3.06668 -1.18567 -0.43358
H -2.48861 1.39429 -1.61487
H -2.37623 2.35356 0.75909
H -2.62972 0.60731 1.35641
H -0.07731 1.38780 0.02136

***

<B>
Formula: C6H15N4
Source: the OMol25 dataset
Level of theory: the ωB97M-V functional and the def2-TZVPD basis

Calculated values
SMILES string ... CC[C@@]1(N)N=C[C@](C)(N)[NH2+]1
Kohn-Sham gap ... 0.409 Ha
Charge ... +1

CARTESIAN COORDINATES (ANGSTROEM)
C 1.83779 1.49097 0.31308
C 2.18803 0.02080 -0.19897
C 0.86477 -0.83933 -0.03901
N 1.16294 -2.19499 -0.37370
N 0.42693 -0.64496 1.32394
C -0.78514 -0.31507 1.40969
C -1.51514 -0.12656 0.08717
C -1.81789 1.41767 -0.01749
N -2.54830 -1.00391 -0.29614
N -0.20814 -0.18387 -0.84995
H 1.60020 2.23265 -0.61345
H 2.66912 2.01233 0.71036
H 1.10039 1.52674 1.16171
H 2.80258 -0.54133 0.39037
H 2.47245 -0.16803 -1.27419
H 0.83234 -2.75843 0.39054
H 1.99850 -2.51046 -0.81879
H -1.17392 -0.19699 2.31508
H -0.93728 2.07337 0.05221
H -2.48747 1.70686 0.78739
H -2.44246 1.51076 -0.81082
H -2.45720 -1.91583 -0.60446
H -3.49636 -0.68309 -0.34606
H -0.34050 -0.62879 -1.75058
H 0.25378 0.71948 -0.94794

***

Calculated relative energies: <A> 51.6; <B> 0.0, given in kcal/mol

***

<A>
Formula: C18H20N2O5
Source: the OMol25 dataset
Level of theory: the ωB97M-V functional and the def2-TZVPD basis

Calculated values
Kohn-Sham gap ... 0.345 Ha

CARTESIAN COORDINATES (ANGSTROEM)
C 2.60298 6.70558 -0.43035
C 2.11200 5.19092 -0.27188
O 3.33899 4.31595 -0.44668
C 3.19798 3.13229 -0.32119
C 4.27004 2.51311 -0.64520
C 4.38710 1.13839 -0.36773
C 3.21657 0.51365 0.05624
C 2.10304 1.09310 -0.01096
C 2.13255 2.50270 -0.09129
H 1.09319 2.99698 0.16415
C 0.96990 0.35481 0.42331
O -0.15237 0.91168 -0.06311
N 0.72067 -0.55874 1.11507
H 1.85118 -1.13068 1.41757
N -0.20021 -1.51101 1.31139
C -0.51749 -2.31657 0.55504
O 0.01925 -2.47612 -0.47093
C -1.82794 -3.12338 0.79708
H -1.66286 -3.84205 1.60674
C -2.02075 -4.20016 -0.32205
C -3.21698 -5.00922 -0.07721
C -4.17155 -4.26901 0.12559
H -5.23491 -4.62508 0.32957
C -3.82424 -2.90436 -0.30760
H -4.58692 -2.37256 -1.08995
C -2.82330 -3.35746 -1.45331
H -2.33041 -2.32000 -1.75013
H -3.04997 -3.95417 -2.35641
C -3.09942 -2.26047 0.84320
C -2.86315 -0.86618 0.74300
O -2.66812 -0.27065 1.61422
O -2.56702 -0.36890 -0.66778
H -2.06328 0.39178 -0.46389
H -3.75950 -2.41026 1.64998
H -3.16800 -5.99809 0.35017
H -1.05791 -4.86976 -0.74021
H -0.89440 -1.23075 1.94285
H 3.27214 -0.72901 0.16479
H 5.36807 0.46960 -0.59076
H 5.51495 2.95605 -0.65627
H 1.35470 4.98431 -0.83501
H 1.96790 5.24459 0.96705
H 3.07159 6.95318 -1.48950
H 3.31786 7.16856 0.23287
H 1.87807 7.43741 -0.49048

***

<B>
Formula: C18H20N2O5
Source: the OMol25 dataset
Level of theory: the ωB97M-V functional and the def2-TZVPD basis

Calculated values
SMILES string ... CC[C@@H](C)[C@@H](NC(=O)c1ccccc1NC(=O)c1ccco1)C(=O)O
Kohn-Sham gap ... 0.339 Ha

CARTESIAN COORDINATES (ANGSTROEM)
C -3.01799 -1.65701 -2.33592
C -3.32218 -0.94911 -1.02105
C -2.05889 -0.41696 -0.33832
C -2.39508 0.68947 0.66088
C -1.25614 -1.55939 0.34265
N 0.14273 -1.22857 0.45108
C 1.04742 -1.66232 -0.46082
O 0.74758 -2.38644 -1.38542
C 2.46279 -1.28411 -0.15331
C 3.42010 -2.27773 -0.33516
C 4.74217 -2.07360 0.00859
C 5.12800 -0.85556 0.54429
C 4.19972 0.15641 0.69216
C 2.86862 -0.03802 0.33119
N 1.98783 1.05012 0.45970
C 1.08247 1.44664 -0.48927
O 0.80974 0.81891 -1.48935
C 0.43542 2.72672 -0.16550
C -0.53056 3.41015 -0.85893
C -0.80669 4.57205 -0.10803
C 0.00731 4.51525 0.98332
O 0.76248 3.40892 0.96123
C -1.78218 -1.86197 1.72713
O -1.23417 -1.53515 2.74839
O -2.93627 -2.53103 1.71178
H -2.54843 -0.96866 -3.03427
H -2.33998 -2.49304 -2.18902
H -3.93493 -2.03381 -2.78336
H -3.84442 -1.62765 -0.34393
H -3.98651 -0.10527 -1.22131
H -1.39300 -0.01033 -1.10604
H -2.77188 1.56550 0.13784
H -1.51415 0.98506 1.22667
H -3.15830 0.35844 1.36341
H -1.32881 -2.45493 -0.28344
H 0.42728 -0.72493 1.27620
H 3.09309 -3.22145 -0.74448
H 5.46744 -2.86015 -0.13174
H 6.15457 -0.68639 0.83289
H 4.50429 1.11748 1.08332
H 2.26188 1.75413 1.13249
H -0.97184 3.10381 -1.78426
H -1.51050 5.34272 -0.34525
H 0.13605 5.17880 1.81586
H -3.24609 -2.69699 2.61709

***

Calculated relative energies: <A> 409.0; <B> 0.0, given in kcal/mol

***

<A>
Formula: C21H44N5O12P2S2SbSi3Ti
Source: the OMol25 dataset
Level of theory: the ωB97M-V functional and the def2-TZVPD basis

Calculated values
2S+1 ... 3
Kohn-Sham gap (spin up / spin down) ... 0.163 / 0.246 Ha
Charge ... -2

CARTESIAN COORDINATES (ANGSTROEM)
Ti -0.17332 0.46068 0.20293
N -1.76561 -0.60740 3.43334
N -0.69272 0.12600 3.96519
C 0.36883 0.63229 3.22963
O 1.14328 1.42253 3.74002
O 0.46052 0.16011 2.00852
H -2.09564 -0.18154 2.57237
H -1.42823 -1.53244 3.19234
H -0.88864 0.61680 4.81978
O -4.12696 1.64948 -0.03200
P -3.30782 0.36605 -0.53603
O -4.19586 -0.78805 -0.74746
O -2.14947 0.23170 0.44915
O -2.67111 0.91696 -1.90442
P -1.37642 0.49612 -2.78082
O -1.03454 1.88442 -3.48239
O -1.66325 -0.54678 -3.77005
O -0.26661 0.20119 -1.75692
H -5.03929 1.58211 -0.33425
H -0.81813 2.57776 -2.83900
C -2.62698 -4.33963 1.79033
Si -1.90255 -4.37848 0.05653
C -3.20405 -3.94113 -1.20134
C -1.26977 -6.11302 -0.31840
Sb -0.00042 -2.66930 0.01780
Si 1.09472 -3.40950 -2.16998
C 2.31899 -2.07234 -2.62859
C -0.21695 -3.57366 -3.48876
C 2.04399 -5.02971 -1.99427
Si 1.59780 -3.61851 1.76178
C 0.97638 -3.17748 3.47537
C 1.88716 -5.47946 1.73057
C 3.21097 -2.70092 1.46870
H -3.45965 -5.04390 1.87879
H -3.00874 -3.34155 2.01685
H -1.88344 -4.60097 2.54717
H -4.01789 -4.67069 -1.12808
H -2.80895 -3.97355 -2.21791
H -3.60827 -2.93888 -1.04178
H -2.08897 -6.83371 -0.22705
H -0.46469 -6.42251 0.34904
H -0.89831 -6.16319 -1.34442
H 1.81728 -1.10301 -2.67105
H 2.78502 -2.27646 -3.59672
H 3.10395 -2.02244 -1.87093
H -0.79517 -2.64817 -3.57336
H -0.89849 -4.40138 -3.28380
H 0.26254 -3.76255 -4.45454
H 2.87337 -4.91181 -1.29216
H 2.46541 -5.32758 -2.95952
H 1.40723 -5.84033 -1.63726
H 0.01875 -3.65328 3.70129
H 0.85340 -2.09903 3.58342
H 1.69673 -3.50874 4.23011
H 0.98892 -6.01924 2.03904
H 2.68603 -5.73397 2.43433
H 2.17683 -5.83691 0.74238
H 3.00532 -1.62663 1.49918
H 3.64138 -2.93412 0.49128
H 3.95181 -2.93669 2.23797
C 3.06460 1.77414 1.29198
S 2.63820 0.99139 -0.26903
C 4.22544 0.23454 -0.64905
H 3.85863 2.50328 1.13434
H 3.36218 1.02896 2.02846
H 2.17360 2.27085 1.67021
H 4.49218 -0.54126 0.06974
H 4.98456 1.01621 -0.64886
H 4.16453 -0.19310 -1.64578
O 1.24881 10.60175 -1.56684
S 0.49756 9.61718 -2.33292
O 1.31661 8.62105 -2.99751
O -0.56056 10.17683 -3.16202
C -0.42710 8.70794 -1.04610
N -1.24594 9.45577 -0.29669
C -1.93861 8.79014 0.61924
C -1.84659 7.42649 0.80801
C -0.95538 6.72967 -0.01866
N -0.25344 7.40256 -0.95245
C -0.76714 5.29384 0.04726
C 0.10056 4.63038 -0.85389
C 0.27660 3.28170 -0.79057
N -0.36355 2.45597 0.12513
C -1.22619 3.10736 0.98305
C -1.43118 4.45054 0.97910
H -2.61431 9.38166 1.23326
H -2.44863 6.93299 1.55701
H 0.62546 5.21343 -1.59945
H 0.94217 2.78138 -1.48105
H -1.75485 2.47060 1.68056
H -2.12788 4.85224 1.70164

***

<B>
Formula: C21H44N5O12P2S2SbSi3Ti
Source: the OMol25 dataset
Level of theory: the ωB97M-V functional and the def2-TZVPD basis

Calculated values
2S+1 ... 3
Kohn-Sham gap (spin up / spin down) ... 0.202 / 0.274 Ha
Charge ... -2

CARTESIAN COORDINATES (ANGSTROEM)
Ti -0.17878 0.47181 0.43281
N -2.06021 1.66785 -2.34653
N -2.56455 0.36230 -2.49970
C -1.93893 -0.67233 -1.78240
O -2.55003 -1.73336 -1.65876
O -0.75401 -0.42342 -1.34578
H -2.35456 2.07805 -1.46270
H -2.37427 2.22534 -3.12890
H -3.57060 0.25285 -2.45009
O 2.98836 2.93298 1.55201
P 1.61328 2.56840 2.33967
O 1.78368 2.89481 3.76342
O 1.21145 1.17390 1.90438
O 0.61263 3.56501 1.55036
P -0.99418 3.37462 1.51118
O -1.45418 4.75372 0.81460
O -1.59370 3.26315 2.84776
O -1.23158 2.27701 0.49246
H 3.58661 3.31224 2.20729
H -1.06117 4.83566 -0.06243
C 2.78041 -0.12944 -5.25964
Si 1.41219 -0.05040 -3.96037
C 1.05915 -1.85032 -3.55247
C -0.07049 0.71502 -4.82257
Sb 1.84518 1.35770 -1.82333
Si 3.42510 -0.41185 -0.84546
C 4.53713 -1.19111 -2.16459
C 2.36064 -1.77945 -0.11671
C 4.54126 0.15876 0.54817
Si 3.64878 3.03027 -2.59915
C 4.67654 3.62807 -1.14667
C 4.88335 2.54051 -3.94193
C 2.74608 4.54425 -3.26046
H 2.33293 -0.65093 -6.11455
H 3.65772 -0.69547 -4.94327
H 3.11008 0.84439 -5.61493
H 0.57395 -2.27409 -4.43979
H 0.38597 -1.97777 -2.70718
H 1.97897 -2.41356 -3.37948
H -0.13149 0.31724 -5.84184
H 0.00901 1.80255 -4.88248
H -0.99251 0.47122 -4.29238
H 3.98510 -1.89774 -2.78875
H 5.32907 -1.74984 -1.65270
H 5.01152 -0.46145 -2.82174
H 1.52328 -2.06691 -0.75556
H 1.96987 -1.48012 0.86136
H 2.98043 -2.66848 0.04481
H 5.21479 0.97013 0.27834
H 5.14604 -0.71460 0.82133
H 3.95547 0.46628 1.41386
H 5.39319 2.89681 -0.77513
H 4.03108 3.92291 -0.31980
H 5.23466 4.50394 -1.49918
H 5.53776 1.70642 -3.68873
H 5.51208 3.43197 -4.06470
H 4.41758 2.33807 -4.90438
H 2.20055 5.03933 -2.45401
H 2.02264 4.29576 -4.03970
H 3.46082 5.26157 -3.67623
C -4.53845 1.86250 1.87555
S -4.54769 1.24043 0.18076
C -4.78071 -0.52200 0.48525
H -4.23605 1.06094 2.54900
H -5.52247 2.21909 2.17641
H -3.80257 2.65844 1.97276
H -5.73628 -0.72120 0.96952
H -3.97007 -0.91366 1.09884
H -4.74098 -1.03413 -0.47516
O -5.57396 -4.29191 8.14251
S -5.90472 -3.74820 6.83718
O -5.87653 -2.30337 6.75276
O -7.03927 -4.38103 6.18224
C -4.51905 -4.30692 5.78615
N -4.21665 -5.60639 5.86887
C -3.23048 -6.02677 5.09670
C -2.53683 -5.19183 4.23532
C -2.93646 -3.86489 4.21035
N -3.92152 -3.42676 4.99059
C -2.27846 -2.86393 3.32507
C -2.38923 -1.50257 3.57344
C -1.74010 -0.60375 2.74340
N -0.99566 -0.97887 1.69322
C -0.92806 -2.28785 1.43191
C -1.53612 -3.24653 2.21677
H -2.97314 -7.08039 5.16415
H -1.72001 -5.56822 3.63672
H -2.98285 -1.14985 4.40633
H -1.79919 0.46729 2.91806
H -0.38921 -2.56450 0.53496
H -1.44840 -4.28346 1.92376

***

Calculated relative energies: <A> 0.0; <B> 24.4, given in kcal/mol